Record 1
A structure of composition C34H23N8O4RhS. Source: the Open Molecules 2025 dataset; level of theory: ωB97M-V/def2-TZVPD.

E_HOMO = -8.51 eV
F_max = 0.196 eV/Å

Cartesian coordinates (Å):
Rh (1.10, 0.39, 0.88)
N (-1.61, 2.94, 3.11)
C (-1.86, 4.23, 2.69)
C (-3.04, 4.93, 2.42)
C (-2.90, 6.23, 1.99)
C (-1.64, 6.83, 1.84)
C (-0.48, 6.14, 2.11)
C (-0.60, 4.82, 2.55)
N (0.39, 3.91, 2.90)
C (-0.25, 2.82, 3.18)
C (0.41, 1.62, 3.72)
C (0.52, 1.39, 5.05)
S (1.47, 0.00, 5.36)
C (1.65, -0.23, 3.69)
N (1.06, 0.67, 2.94)
H (-2.26, 2.17, 3.07)
H (-4.01, 4.46, 2.52)
H (-3.79, 6.81, 1.77)
H (-1.59, 7.85, 1.49)
H (0.50, 6.59, 1.99)
H (0.12, 2.00, 5.84)
H (2.24, -1.03, 3.28)
C (-3.41, 1.88, 0.39)
C (-3.08, 0.72, 1.08)
C (-1.74, 0.35, 1.21)
C (-0.72, 1.14, 0.68)
C (-1.06, 2.30, 0.00)
C (-2.40, 2.67, -0.15)
H (-4.45, 2.18, 0.28)
H (-3.86, 0.10, 1.49)
H (-1.50, -0.57, 1.74)
H (-0.29, 2.94, -0.41)
H (-2.64, 3.58, -0.67)
N (2.50, 3.06, 0.19)
C (1.93, 2.11, 0.53)
N (-3.44, -3.38, -7.87)
C (-2.77, -2.91, -7.06)
C (-1.94, -2.33, -6.05)
C (-2.52, -1.59, -5.02)
C (-1.72, -1.02, -4.04)
C (-0.35, -1.21, -4.10)
C (0.24, -1.94, -5.12)
C (-0.56, -2.49, -6.10)
N (0.47, -0.63, -3.09)
C (1.69, 0.00, -3.26)
C (2.08, 0.42, -2.03)
N (1.12, 0.05, -1.12)
C (0.17, -0.58, -1.77)
H (-3.60, -1.46, -4.99)
H (-2.16, -0.42, -3.25)
H (1.31, -2.08, -5.13)
H (-0.12, -3.07, -6.90)
H (2.13, 0.13, -4.23)
H (2.94, 0.99, -1.73)
H (-0.70, -1.03, -1.33)
O (0.57, -1.71, 1.11)
C (1.78, -2.09, 1.03)
O (2.72, -1.25, 1.04)
C (2.08, -3.55, 0.94)
C (1.05, -4.48, 0.98)
C (1.33, -5.84, 0.89)
C (2.64, -6.27, 0.76)
C (3.65, -5.32, 0.73)
C (3.40, -3.97, 0.82)
N (5.04, -5.79, 0.60)
O (5.91, -4.94, 0.57)
O (5.23, -6.98, 0.51)
H (0.03, -4.12, 1.07)
H (0.52, -6.56, 0.91)
H (2.89, -7.32, 0.69)
H (4.21, -3.25, 0.79)

---

Record 2
A cluster of 3 separate species, CH8NO2 in total at a distorted geometry. Source: the Open Molecules 2025 dataset; level of theory: ωB97M-V/def2-TZVPD.

2S+1 = 2
E_HOMO (spin up / spin down) = -5.36 / -10.14 eV
F_max = 1.717 eV/Å

Cartesian coordinates (Å):
C (-0.78, 0.28, -0.65)
N (0.54, 0.29, -0.33)
H (-1.03, -0.40, -1.45)
H (-1.40, 0.80, 0.06)
H (0.85, 0.81, 0.47)
H (1.26, -0.32, -0.66)
H (0.83, 3.59, 0.30)
H (1.06, 3.38, 1.84)
O (0.94, 2.94, 0.98)
H (-0.26, -4.34, -0.39)
H (-1.36, -3.55, 0.25)
O (-0.66, -3.48, -0.43)

---

Record 3
A structure of composition C42H42O3P2Ru at a distorted geometry. Source: the Open Molecules 2025 dataset; level of theory: ωB97M-V/def2-TZVPD.

2S+1 = 5
E_HOMO (spin up / spin down) = -12.49 / -13.77 eV
F_max = 2.792 eV/Å
Charge = +2

Cartesian coordinates (Å):
Ru (-0.57, -0.33, -2.96)
C (-1.74, -0.29, -1.03)
C (-2.59, -0.30, -2.18)
C (-3.30, 0.91, -2.78)
C (-2.43, 1.68, -3.80)
C (-0.98, 1.81, -3.43)
C (-0.45, 1.86, -2.13)
C (-1.25, 2.20, -0.89)
C (-1.74, 0.95, -0.15)
C (1.25, -0.33, -2.16)
H (-1.57, -1.24, -0.47)
H (-3.12, -1.25, -2.35)
H (-3.80, 1.57, -2.05)
H (-4.13, 0.45, -3.35)
H (-2.48, 1.14, -4.77)
H (-2.88, 2.66, -4.00)
H (-0.34, 2.25, -4.21)
H (0.62, 2.09, -2.00)
H (-2.11, 2.86, -1.05)
H (-0.60, 2.78, -0.22)
H (-1.09, 0.77, 0.73)
H (-2.74, 1.10, 0.28)
H (1.35, -1.16, -1.44)
H (1.64, 0.59, -1.69)
H (1.82, -0.55, -3.08)
P (-0.22, -1.45, -8.14)
P (1.19, 0.64, -8.21)
C (-1.26, -0.09, -8.69)
C (-0.48, 1.03, -8.80)
C (-0.57, -2.75, -9.42)
C (-1.69, -2.70, -10.29)
C (-1.95, -3.73, -11.19)
C (-1.09, -4.83, -11.29)
C (0.03, -4.87, -10.45)
C (0.30, -3.85, -9.52)
C (-0.84, -2.02, -6.52)
C (-0.13, -1.73, -5.35)
C (-0.64, -2.19, -4.10)
C (-1.85, -2.96, -4.09)
C (-2.49, -3.27, -5.27)
C (-2.00, -2.79, -6.49)
C (2.16, 0.87, -9.83)
C (2.00, -0.06, -10.89)
C (2.60, 0.18, -12.13)
C (3.40, 1.30, -12.35)
C (3.59, 2.19, -11.29)
C (2.97, 1.99, -10.05)
C (1.67, 2.09, -7.22)
C (2.95, 2.08, -6.64)
C (3.38, 3.17, -5.88)
C (2.53, 4.26, -5.71)
C (1.26, 4.27, -6.28)
C (0.82, 3.18, -7.03)
H (-2.32, -0.19, -8.91)
H (-0.76, 2.01, -9.19)
H (-2.37, -1.85, -10.25)
H (-2.84, -3.69, -11.82)
H (-1.30, -5.66, -11.99)
H (0.71, -5.72, -10.51)
H (1.18, -3.92, -8.87)
H (0.79, -1.12, -5.42)
H (0.02, -2.24, -3.21)
H (-2.25, -3.27, -3.12)
H (-3.37, -3.91, -5.28)
H (-2.49, -3.06, -7.43)
H (1.39, -0.96, -10.73)
H (2.44, -0.53, -12.94)
H (3.87, 1.47, -13.32)
H (4.23, 3.05, -11.43)
H (3.13, 2.72, -9.24)
H (3.62, 1.23, -6.79)
H (4.39, 3.17, -5.45)
H (2.86, 5.12, -5.12)
H (0.60, 5.13, -6.17)
H (-0.17, 3.19, -7.48)
O (0.90, 2.31, 2.93)
C (0.77, 1.24, 3.62)
C (0.61, 1.22, 5.06)
C (0.50, 0.03, 5.76)
C (0.44, -1.20, 5.08)
C (0.57, -1.24, 3.69)
C (0.80, -0.07, 2.97)
C (1.20, -0.16, 1.51)
O (1.04, -1.19, 0.88)
O (1.71, 0.96, 0.97)
H (1.54, 1.71, 1.69)
H (0.62, 2.19, 5.56)
H (0.53, 0.04, 6.86)
H (0.32, -2.13, 5.62)
H (0.52, -2.18, 3.14)

---

Record 4
A cluster of 4 separate species, C25H56F12NO5Si6 in total. Source: the Open Molecules 2025 dataset; level of theory: ωB97M-V/def2-TZVPD.

E_HOMO = -5.35 eV
F_max = 0.544 eV/Å
Charge = -1

Cartesian coordinates (Å):
O (-0.88, -4.27, 0.47)
C (-0.65, -4.43, 1.68)
O (0.41, -4.30, 2.32)
C (-1.86, -4.87, 2.56)
N (-2.60, -3.71, 3.16)
C (-3.72, -3.28, 2.39)
F (-4.02, -1.99, 2.61)
F (-3.47, -3.42, 1.10)
F (-4.86, -3.98, 2.65)
C (-2.85, -3.84, 4.55)
F (-3.31, -5.09, 4.89)
F (-3.80, -2.97, 4.95)
C (-1.63, -3.60, 5.49)
F (-0.81, -4.65, 5.48)
F (-2.17, -3.48, 6.75)
C (-0.82, -2.30, 5.26)
F (-0.16, -2.36, 4.10)
F (-1.71, -1.28, 5.19)
C (0.22, -1.98, 6.41)
F (0.37, -2.99, 7.26)
F (1.41, -1.72, 5.88)
F (-0.18, -0.92, 7.11)
H (-1.46, -5.47, 3.37)
H (-2.56, -5.49, 2.00)
O (0.33, 1.94, 0.43)
Si (1.14, 2.86, -0.65)
C (0.45, 2.61, -2.38)
C (2.96, 2.45, -0.65)
C (0.93, 4.66, -0.18)
Si (0.00, 0.33, 0.73)
C (-1.05, 0.24, 2.27)
C (1.59, -0.60, 0.99)
C (-0.94, -0.40, -0.71)
H (0.65, 1.60, -2.73)
H (0.91, 3.32, -3.08)
H (-0.63, 2.77, -2.40)
H (3.37, 2.50, 0.37)
H (3.52, 3.14, -1.28)
H (3.13, 1.43, -1.02)
H (1.33, 4.85, 0.82)
H (-0.12, 4.95, -0.19)
H (1.47, 5.29, -0.89)
H (-0.51, 0.63, 3.14)
H (-1.30, -0.80, 2.47)
H (-1.98, 0.80, 2.17)
H (2.18, -0.63, 0.07)
H (1.39, -1.63, 1.29)
H (2.20, -0.13, 1.77)
H (-0.32, -0.44, -1.61)
H (-1.84, 0.18, -0.93)
H (-1.23, -1.42, -0.47)
O (-1.48, -9.06, -2.46)
Si (-1.29, -9.65, -3.97)
C (0.33, -10.59, -4.10)
C (-1.29, -8.26, -5.22)
C (-2.69, -10.82, -4.35)
Si (-0.74, -8.03, -1.38)
C (-1.74, -7.95, 0.19)
C (-0.60, -6.32, -2.11)
C (0.97, -8.68, -0.98)
H (1.18, -9.92, -3.99)
H (0.41, -11.08, -5.07)
H (0.40, -11.35, -3.32)
H (-2.19, -7.65, -5.12)
H (-1.28, -8.66, -6.24)
H (-0.42, -7.62, -5.10)
H (-3.66, -10.31, -4.30)
H (-2.72, -11.66, -3.65)
H (-2.58, -11.22, -5.36)
H (-2.74, -7.56, 0.00)
H (-1.24, -7.28, 0.88)
H (-1.83, -8.93, 0.65)
H (0.07, -6.31, -2.98)
H (-0.21, -5.63, -1.36)
H (-1.58, -5.95, -2.43)
H (1.63, -8.65, -1.86)
H (0.93, -9.71, -0.63)
H (1.42, -8.06, -0.20)
O (1.36, 10.70, -0.21)
Si (2.12, 11.77, -1.20)
C (1.46, 11.61, -2.95)
C (3.97, 11.45, -1.21)
C (1.80, 13.50, -0.58)
Si (1.13, 9.07, -0.03)
C (0.08, 8.77, 1.47)
C (2.78, 8.21, 0.19)
C (0.27, 8.38, -1.54)
H (1.73, 10.64, -3.38)
H (1.88, 12.39, -3.59)
H (0.38, 11.70, -2.97)
H (4.36, 11.45, -0.19)
H (4.48, 12.22, -1.78)
H (4.20, 10.48, -1.66)
H (2.18, 13.63, 0.43)
H (0.73, 13.73, -0.58)
H (2.30, 14.22, -1.23)
H (0.55, 9.15, 2.38)
H (-0.09, 7.70, 1.59)
H (-0.90, 9.25, 1.37)
H (3.39, 8.28, -0.71)
H (2.62, 7.16, 0.41)
H (3.34, 8.65, 1.01)
H (0.90, 8.45, -2.43)
H (-0.66, 8.92, -1.75)
H (0.02, 7.33, -1.38)

---

Record 5
A cluster of 14 separate species, BH30O13 in total at a distorted geometry. Source: the Open Molecules 2025 dataset; level of theory: ωB97M-V/def2-TZVPD.

E_HOMO = -6.72 eV
F_max = 4.066 eV/Å
Charge = -1

Cartesian coordinates (Å):
B (-0.28, -0.02, 0.30)
H (0.43, -0.37, 1.25)
H (-1.35, -0.51, 0.40)
H (-0.40, 1.22, 0.29)
H (0.27, -0.38, -0.76)
O (3.42, 0.21, -0.91)
H (2.93, 1.00, -0.83)
H (4.12, 0.31, -0.27)
O (2.81, -2.32, 0.43)
H (2.78, -2.60, -0.49)
H (2.65, -1.41, 0.28)
O (-1.65, 3.89, 0.20)
H (-1.10, 4.59, 0.30)
H (-1.39, 3.54, -0.64)
O (-1.99, 1.18, 3.31)
H (-1.95, 0.56, 4.03)
H (-1.62, 0.68, 2.60)
O (-2.68, -3.15, 1.33)
H (-2.99, -2.35, 0.91)
H (-1.73, -3.03, 1.47)
O (-3.16, 0.71, -1.61)
H (-3.75, 1.19, -1.03)
H (-2.56, 0.38, -0.97)
O (0.24, -3.23, 0.93)
H (0.59, -3.34, 1.80)
H (0.46, -2.31, 0.80)
O (-1.14, -3.37, -1.67)
H (-1.70, -4.13, -1.63)
H (-1.05, -3.04, -0.81)
O (1.40, 1.36, 3.64)
H (2.10, 0.98, 3.14)
H (0.76, 0.73, 4.00)
O (0.31, 0.83, -3.83)
H (0.66, -0.06, -3.74)
H (0.16, 1.18, -2.94)
O (0.83, -1.78, -3.65)
H (0.11, -2.38, -3.80)
H (1.25, -2.21, -2.93)
O (1.60, 2.51, -1.64)
H (0.72, 2.24, -1.36)
H (1.37, 3.32, -2.11)
O (0.31, 3.51, 2.13)
H (-0.52, 3.17, 1.79)
H (0.75, 2.70, 2.31)

---

Record 6
The molecule C8H8O3 at a distorted geometry. Source: the Open Molecules 2025 dataset; level of theory: ωB97M-V/def2-TZVPD.

E_HOMO = -8.83 eV
Structure (SMILES) = COc1cc(O)cc(C=O)c1
F_max = 4.962 eV/Å

Cartesian coordinates (Å):
C (0.32, -1.00, 3.53)
O (0.27, 0.17, 2.63)
C (0.43, -0.02, 1.20)
C (0.26, -1.23, 0.64)
C (-0.03, -1.33, -0.73)
O (-0.34, -2.54, -1.30)
C (-0.15, -0.22, -1.42)
C (-0.06, 1.04, -0.91)
C (-0.32, 2.23, -1.82)
O (-0.75, 2.25, -2.95)
C (0.49, 1.23, 0.39)
H (0.05, -0.58, 4.66)
H (-0.58, -1.73, 3.22)
H (1.48, -1.34, 3.39)
H (-0.13, -2.16, 1.37)
H (-0.15, -2.56, -2.25)
H (-0.53, -0.17, -2.36)
H (0.06, 3.08, -1.22)
H (0.66, 2.33, 0.72)

---

Record 7
A cluster of 2 separate species, C7H11N3O in total at a distorted geometry. Source: the Open Molecules 2025 dataset; level of theory: ωB97M-V/def2-TZVPD.

2S+1 = 3
E_HOMO (spin up / spin down) = -4.73 / -8.94 eV
F_max = 6.634 eV/Å

Cartesian coordinates (Å):
C (0.51, -3.11, 0.12)
C (-1.49, -2.99, 0.71)
C (0.31, -1.79, 0.42)
C (2.22, -0.52, -0.44)
C (1.18, -0.68, 0.38)
C (-0.43, 2.65, -0.02)
C (-0.54, 1.62, -1.05)
N (-0.57, -3.84, 0.34)
N (-1.01, -1.76, 0.85)
N (-0.87, 2.46, 1.18)
O (-1.56, 1.45, 1.48)
H (1.31, -3.50, -0.45)
H (-2.47, -3.38, 1.16)
H (2.71, 0.42, -0.38)
H (2.43, -1.23, -1.23)
H (0.97, 0.21, 0.97)
H (0.25, 3.45, -0.24)
H (-1.01, 0.72, -0.57)
H (0.41, 1.31, -1.48)
H (-1.26, 2.20, -1.77)
H (-1.59, -0.95, 0.91)
H (-0.84, 3.28, 1.84)

---

Record 8
A cluster of 5 separate species, C24H32Br10NO6P in total at a distorted geometry. Source: the Open Molecules 2025 dataset; level of theory: ωB97M-V/def2-TZVPD.

E_HOMO = -9.21 eV
F_max = 3.852 eV/Å

Cartesian coordinates (Å):
C (3.09, -0.04, 1.63)
C (3.59, 1.38, 1.63)
O (3.65, 2.03, 2.62)
O (3.99, 1.96, 0.42)
C (3.01, 2.02, -0.57)
O (2.84, 1.08, -1.29)
C (2.23, 3.31, -0.70)
C (1.72, 3.71, 0.68)
C (2.44, 4.71, 1.34)
C (2.06, 5.09, 2.60)
C (0.99, 4.49, 3.27)
N (0.75, 4.95, 4.59)
C (0.25, 3.50, 2.62)
C (0.63, 3.11, 1.31)
C (-0.16, 2.04, 0.63)
O (0.05, 1.65, -0.50)
C (-1.25, 1.37, 1.38)
C (-1.62, 1.73, 2.61)
P (-2.98, 0.77, 3.37)
O (-3.25, 1.13, 4.79)
C (-0.91, 2.85, 3.32)
O (-1.28, 3.17, 4.43)
H (2.35, -0.15, 0.83)
H (3.93, -0.73, 1.51)
H (2.56, -0.20, 2.57)
H (1.43, 3.15, -1.41)
H (2.90, 4.07, -1.11)
H (3.29, 5.17, 0.85)
H (2.61, 5.86, 3.12)
H (1.27, 4.44, 5.29)
H (-0.23, 4.99, 4.81)
H (-1.75, 0.55, 0.88)
H (-2.63, -0.60, 3.29)
H (-4.06, 0.94, 2.50)
Br (4.47, -2.76, -0.72)
C (4.97, -1.45, -2.07)
C (6.46, -1.26, -2.13)
Br (7.10, -0.19, -0.64)
H (4.44, -0.53, -1.83)
H (4.60, -1.85, -3.01)
H (6.74, -0.71, -3.02)
H (7.01, -2.20, -2.09)
Br (-8.58, 0.75, 4.84)
C (-7.83, 2.42, 5.54)
C (-6.93, 3.08, 4.54)
Br (-5.18, 2.16, 4.47)
H (-7.32, 2.16, 6.47)
H (-8.70, 3.04, 5.77)
H (-6.71, 4.10, 4.85)
H (-7.36, 3.09, 3.54)
Br (4.74, -4.63, -5.04)
C (3.45, -4.57, -3.57)
C (2.57, -5.79, -3.56)
Br (1.20, -5.68, -4.94)
H (2.90, -3.64, -3.67)
H (4.06, -4.53, -2.67)
H (2.02, -5.85, -2.62)
H (3.11, -6.71, -3.73)
Br (-0.21, -5.94, -8.92)
C (1.56, -5.17, -9.14)
C (1.53, -3.67, -9.06)
Br (0.84, -2.88, -10.71)
H (1.95, -5.54, -10.08)
H (2.15, -5.58, -8.32)
H (2.54, -3.27, -8.96)
H (0.90, -3.30, -8.26)
Br (-6.86, -0.15, 0.80)
C (-6.72, -2.05, 1.16)
C (-6.95, -2.36, 2.61)
Br (-5.40, -1.89, 3.68)
H (-5.74, -2.37, 0.81)
H (-7.49, -2.52, 0.54)
H (-7.09, -3.43, 2.76)
H (-7.79, -1.82, 3.04)

---

Record 9
The molecule C4H9N3O at a distorted geometry. Source: the Open Molecules 2025 dataset; level of theory: ωB97M-V/def2-TZVPD.

E_HOMO = -8.91 eV
Structure (SMILES) = [H]/N=C(\NO)[C@@H]1CCN1
F_max = 5.606 eV/Å

Cartesian coordinates (Å):
H (1.06, -1.09, 3.05)
N (0.70, -0.34, 2.26)
C (0.66, -0.45, 1.02)
N (0.93, -1.62, 0.23)
O (1.86, -1.12, -0.96)
C (0.04, 0.80, 0.39)
C (-1.34, 0.32, 0.20)
C (-1.22, 0.87, -1.30)
N (0.38, 0.86, -1.10)
H (1.37, -2.62, 0.42)
H (1.03, -0.63, -1.42)
H (0.30, 1.65, 0.86)
H (-1.14, -0.89, 0.37)
H (-2.15, 0.86, 0.94)
H (-1.83, 1.75, -1.43)
H (-1.43, -0.07, -2.07)
H (0.76, 1.71, -1.47)